Density functional theory data (ωB97M-V with the def2-TZVPD basis set) for a molecular structure, C24H29BFN5PtSe4.

The geometry in ORCA input format:
```
! RIJCOSX wB97M-V def2-TZVPD def2/J DEFGRID3
* xyz 0 5
C 1.43497 -1.65083 0.01768
C 1.63839 -1.16626 4.41917
H -2.39061 2.84601 1.64572
H -1.40171 -2.10225 3.25719
H 2.82415 0.42477 3.56229
H 4.06465 -0.30138 -1.33691
C -0.47591 -1.54558 3.32693
C -5.23368 -1.20138 1.99205
N -0.64361 0.86944 -2.46112
H -5.33662 0.57553 3.16366
Se 0.00689 4.78070 -1.68265
C 0.44255 -1.85851 4.31255
H 0.80338 -2.31183 0.58373
H 2.34682 -1.40591 5.20005
Se -3.11403 1.40030 -0.42922
H 0.21390 -2.65662 5.00773
C -2.91622 1.49040 3.26064
H -1.14363 -2.50653 0.57218
C 2.81531 -1.68832 -0.09623
Se 0.20331 3.44762 0.01808
C -3.34470 0.25872 2.46070
C -3.05314 -1.77686 1.13587
H -1.54277 1.16751 -5.59161
C -1.03738 1.08980 -4.64555
C 0.32183 1.16217 -4.39837
H -0.99394 2.04552 2.37717
Pt -0.84834 0.40289 -0.48812
C 3.11714 -0.64230 -0.95512
H -2.27778 -1.90937 -1.53444
H 3.49455 -2.37585 0.37508
C 0.98294 0.15761 2.54595
Se -3.31664 3.36020 -1.39262
H -3.50176 -3.15813 -1.25885
F 1.26297 1.18490 1.71197
H -3.84348 2.03840 3.44984
N 0.94583 -0.65044 -0.72663
C -2.32914 -4.18513 1.08110
N -1.16704 -0.20176 1.41827
C -1.96983 2.48024 2.58309
H -1.82469 3.34000 3.24040
H -1.81029 -3.60886 -1.54435
C -0.24496 -0.51586 2.39158
C -2.51814 -0.58588 1.68383
N 0.53278 1.01933 -3.08658
C -4.40480 -2.05638 1.29035
H -3.07098 0.39737 5.13064
C 1.90498 -0.14447 3.51863
H 2.07325 2.16603 -1.86491
H -2.24233 1.95545 5.26732
H -4.81188 -2.96222 0.85696
H -6.28849 -1.41894 2.10125
C -2.18124 -2.80286 0.43715
H -2.64239 0.75897 -3.14879
C -1.60508 0.89534 -3.39426
B 1.91536 1.09600 -2.38787
H -2.14888 -4.13047 2.15604
H -1.60002 -4.87208 0.64754
C -4.69443 -0.07596 2.58226
H 2.74701 0.86718 -3.22171
H 1.13699 1.30827 -5.08552
C -2.37282 1.07475 4.63520
N 1.98704 -0.03932 -1.32081
C -2.46403 -2.87588 -1.06723
H -1.41284 0.57276 4.54503
H -3.32355 -4.60577 0.92520
*
```

Calculated values
Orbital gap (spin up / spin down) (Ha): 0.2646 / 0.1468
Expectation value of S²: 6.03

Atom charges from the Löwdin analysis, given in e for atoms 1 to 8: atom 1 (C): -0.137, atom 2 (C): -0.098, atom 3 (H): -0.008, atom 4 (H): 0.110, atom 5 (H): 0.120, atom 6 (H): 0.129, atom 7 (C): -0.034, atom 8 (C): -0.068

Density functional theory data (ωB97M-V with the def2-TZVPD basis set) for a single CH4N2O2 molecule in a non-equilibrium geometry.

The geometry in ORCA input format:
```
! RIJCOSX wB97M-V def2-TZVPD def2/J DEFGRID3
* xyz 0 1
H 0.36593 -1.39949 -0.82747
C -1.44621 -0.21572 -0.15988
H 2.15619 0.84635 0.66939
N 1.44232 0.54165 -0.02906
H 0.82593 1.48972 -0.05553
O -1.53554 0.79516 0.44591
H -2.42402 -0.53636 -0.93578
N -0.16413 -1.05112 0.06888
O 0.77952 -0.47019 0.82354
*
```

Calculated values
Orbital gap (Ha): 0.3947
Energy above the lowest of the compared OMol25 structures with the same formula, charge and spin (kcal per mole): 97.6

Atom charges from the Löwdin analysis, given in e for atoms 1 to 8: atom 1 (H): 0.156, atom 2 (C): -0.269, atom 3 (H): 0.083, atom 4 (N): 0.020, atom 5 (H): 0.125, atom 6 (O): 0.022, atom 7 (H): 0.185, atom 8 (N): -0.088

Density functional theory data (ωB97M-V with the def2-TZVPD basis set) for a molecular structure, C52H40N3O5P2STi in a non-equilibrium geometry.

The geometry in ORCA input format:
```
! RIJCOSX wB97M-V def2-TZVPD def2/J DEFGRID3
* xyz 1 1
H -3.35393 0.81462 1.19677
H 1.37808 4.00464 -2.37371
C -1.31346 -4.22201 -2.43299
H 5.37703 2.62371 -1.78732
C -0.88315 -5.09610 -4.83207
C -5.15056 3.56968 0.44335
H -4.51444 -2.70932 2.05528
H 3.39028 -2.95066 2.62589
C -1.99598 5.45996 -2.11274
C -0.87860 2.44671 2.29477
C 2.08159 3.38071 -1.84121
C -4.21114 2.59258 -1.54594
C -2.73075 -1.74362 2.92548
P -0.09930 2.26748 -0.35182
H 0.16671 -3.11530 5.47611
C -0.43551 4.28340 3.76662
H -1.64771 -3.40979 -0.47648
H -2.42995 6.40360 -1.80778
C 0.39317 4.33027 1.50761
C -1.26753 -3.23425 -1.47337
C 3.30509 -2.81089 -2.52499
C -1.46952 4.60690 -1.15283
H 5.38307 0.63087 3.84042
H -0.90655 -0.71714 2.76214
P 1.25274 -1.86235 0.83447
C 2.65355 -1.12798 1.75952
O -1.32058 -6.15964 -4.38281
H -4.68146 2.56102 2.27967
N -1.72119 -1.10585 2.32108
H -2.76878 -1.84324 3.99692
H 0.95390 4.82293 0.72203
O 2.00465 0.92246 0.79993
H 2.89312 -5.99663 -1.47353
H 3.71890 -2.23892 -3.34552
H -5.46102 4.32179 -1.54149
O 0.98755 -0.05716 -4.05888
C -4.98784 3.56122 -0.93391
C 3.42734 3.42433 -2.17558
C -0.91125 3.39320 -1.53608
H 3.76389 4.08591 -2.96164
C -1.00124 3.03680 3.54284
S -2.65567 0.37022 -1.65842
H 1.91951 -4.84142 0.45557
O 0.51630 0.12398 -1.87330
H 3.88284 1.97153 2.39440
C 0.27194 4.92002 2.75581
H -1.70444 -5.20971 -2.22476
O -0.44393 -4.69985 -5.91297
C -0.83005 -3.95605 -3.70835
H -0.53396 4.75507 4.73539
H -1.43616 3.59184 -4.87983
C 2.83785 0.24546 1.66932
H -0.17900 -4.47365 0.73954
C -3.59004 -2.17236 1.93735
H 4.62660 1.11634 -0.00557
C -0.61758 -4.56446 4.09134
C 3.79408 0.89359 2.43708
C 3.32753 -4.19885 -2.55070
C -0.30685 -2.69812 -3.98204
H -4.08470 2.59518 -2.62143
C -3.01510 -1.73431 0.74765
C -0.23549 -1.79075 -2.95186
C -3.58175 1.61160 -0.78380
N -1.86167 -1.09056 0.98207
H -1.10175 -5.15818 4.85537
C 0.61321 -3.01538 2.11055
H -1.54193 2.53660 4.33633
H -0.46910 2.09659 -3.20015
H 2.72182 -1.07252 -1.42197
H -2.39020 5.77301 -4.19704
C -1.98139 5.10408 -3.45107
H -1.50381 4.88712 -0.10865
C 0.08381 -3.41740 4.43960
N -0.71931 -2.03213 -1.71053
H -1.20826 -5.85145 2.48078
C -0.09177 -4.17020 1.77399
H -5.75524 4.32875 0.92144
C 1.64232 2.53406 -0.83276
C 3.91078 1.75276 -0.50566
C 2.57075 1.73801 -0.16529
C -1.44173 3.88325 -3.83777
C 0.48535 -0.48393 -3.06470
C 4.50304 -1.24560 3.29093
C 2.15218 -2.87456 -0.39947
C 4.62669 0.13845 3.24408
C 0.68807 -2.64844 3.45900
H -1.31874 1.47600 2.10237
H 0.05903 -2.46211 -4.97321
Ti -0.62528 -0.25394 -0.57022
C 4.32945 2.60638 -1.51802
C 3.50931 -1.87617 2.56419
H 1.23881 -1.75907 3.74605
H 0.73050 5.88249 2.94075
C -0.20139 3.09450 1.26553
H -3.41010 -1.81108 -0.25011
C -3.77907 1.60091 0.59558
C -0.90793 3.03163 -2.88623
C 2.72041 -2.15537 -1.45521
H 5.17299 -1.83139 3.90541
H 3.73542 -4.71512 -3.40937
C 2.26377 -4.26166 -0.38937
C -4.54720 2.58158 1.20546
C -0.69035 -4.94300 2.76009
C 2.83730 -4.91612 -1.47141
*
```

Calculated values
Orbital gap (Ha): 0.1868
Energy above the lowest of the compared OMol25 structures with the same formula, charge and spin (kcal per mole): 0.0

Atom charges from the Löwdin analysis, given in e for atoms 1 to 8: atom 1 (H): 0.067, atom 2 (H): 0.111, atom 3 (C): 0.043, atom 4 (H): 0.117, atom 5 (C): -0.676, atom 6 (C): -0.070, atom 7 (H): 0.118, atom 8 (H): 0.124

Density functional theory data (ωB97M-V with the def2-TZVPD basis set) for 10 unconnected molecules or ions with the total composition C25H29BrCl36FN4O2 in a non-equilibrium geometry.

The geometry in ORCA input format:
```
! RIJCOSX wB97M-V def2-TZVPD def2/J DEFGRID3
* xyz 1 1
C 0.88651 -0.72900 -0.15471
Cl -8.66529 6.40774 0.02634
H -1.02155 -2.37712 0.41120
H -3.61684 -0.75486 -2.57504
H -2.07752 3.46971 -1.88182
C -1.82025 1.71246 1.32593
H -2.21514 5.16608 -1.47575
H 0.26582 3.20758 2.85315
Cl 5.65861 -3.15598 4.76793
C 0.87082 2.83879 0.77608
H -3.18230 4.69157 0.65993
Cl 6.35073 -0.77085 3.31258
H 2.39924 -1.30116 1.31900
C 1.38982 4.06879 0.07194
Cl 6.10048 -8.16651 5.38835
H 2.37103 0.45716 0.90781
Cl -9.80669 4.88001 -2.13785
Cl -5.46619 3.70054 -6.57452
Cl -6.98720 5.81484 -5.33449
Cl 0.68813 0.76503 -3.88174
Cl 1.90050 -1.82879 -3.42780
H -5.58503 2.18110 -1.72319
H 1.39370 1.87120 2.65057
Br -0.11168 -0.62416 2.54904
N -1.61135 -1.26346 -1.22996
C 2.09230 -0.27529 -4.23805
Cl 3.55902 0.52409 -3.67215
H 2.48245 4.03286 0.03954
H -1.51714 4.18706 0.54813
C -4.23020 5.01284 -2.83706
H -2.29442 -1.95691 -1.52531
H 1.04226 4.06488 -0.95700
O 3.23801 -0.80242 -0.44900
Cl -8.14058 4.28984 -7.49536
C 4.76773 -7.52578 4.42243
H -2.30824 0.86095 1.80095
C -6.64679 4.99111 -6.86401
H -3.60391 1.99953 0.07953
Cl -5.99043 6.13242 -8.03512
Cl 4.26610 -8.73403 3.23618
C -8.32959 5.60749 -1.50636
H -4.78966 5.92102 -2.61235
Cl -6.53594 -0.95894 -5.31354
C 1.10858 2.84595 2.26307
Cl 10.96586 -2.10947 5.93292
C -2.96882 2.56715 0.75498
C 5.33886 -2.21964 3.30612
C -3.81482 1.32755 -2.57249
C -5.15201 1.40885 -2.34860
H 1.06504 4.96067 0.60440
Cl 4.83705 -11.39873 4.90994
Cl 11.75600 0.65190 5.67212
Cl -8.21701 0.25474 -3.29702
Cl -7.10391 4.35205 -1.26856
H -5.85489 0.67600 -2.74880
Cl 5.68844 -3.17161 1.86186
N -1.49798 1.15473 -1.04808
Cl 11.20216 -5.00491 3.44453
Cl 4.09033 -13.75886 6.39758
C -0.39427 -0.34962 0.63132
Cl 4.20312 -13.84254 3.51643
Cl 3.40566 -7.14020 5.48081
Cl -7.71191 6.78943 -2.67088
C -2.65474 4.17928 -1.28426
H -3.29849 5.26832 -3.34148
O -4.01836 4.23318 -1.66476
H 3.55310 0.05575 -0.73316
Cl 8.88516 -6.48416 2.57586
C 2.22315 -0.55908 0.54793
H -3.27625 2.12989 -3.05367
H 0.88337 -0.24485 -1.12757
H -3.59940 2.77608 1.62207
Cl 3.63034 -1.74642 3.27440
C -0.82008 1.13377 0.30181
C -2.10191 0.00075 -1.49230
N 0.38723 1.90348 0.05242
C 9.49613 -5.33070 3.76559
Cl 2.11799 -12.34697 4.83557
F -2.63936 -1.31640 0.86942
H -4.84187 4.42275 -3.52292
Cl 9.32106 -6.00333 5.38958
Cl 2.19052 -0.51914 -5.97773
Cl -8.23830 1.28502 -5.95881
N -3.18220 0.09477 -2.22505
C -8.10527 -0.19032 -5.00874
C -2.52416 3.94734 0.20700
H 1.93540 3.52668 2.46589
H 0.80686 -1.79833 -0.36993
Cl 12.32054 -1.21666 3.54790
C 11.16480 -0.76677 4.80408
C -1.43380 -1.38836 0.21883
H -1.39224 2.28957 2.13809
Cl 8.57862 -3.82365 3.66199
C 3.81459 -12.83823 4.91648
Cl -9.39953 -1.30602 -5.42241
H -0.80051 1.45860 -1.72833
Cl 9.60451 -0.39215 4.05718
Cl 5.29822 -6.05859 3.59293
*
```

Calculated values
Orbital gap (Ha): 0.3108

Atom charges from the Löwdin analysis, given in e for atoms 1 to 8: atom 1 (C): -0.195, atom 2 (Cl): 0.554, atom 3 (H): 0.155, atom 4 (H): 0.177, atom 5 (H): 0.093, atom 6 (C): -0.140, atom 7 (H): 0.124, atom 8 (H): 0.088